Record 1
Formula: C37H78BFIN2O16S
Source: the Open Molecules 2025 dataset
Level of theory: the ωB97M-V functional and the def2-TZVPD basis

Summary:
- gap between HOMO and LUMO (Eh) = 0.2239
- HOMO energy (eV) = -10.48

ORCA input file:
```
! wB97M-V def2-TZVPD RIJCOSX def2/J DEFGRID3
* xyz 1 1
C 0.585 7.424 -3.495
O 1.699 6.493 -3.747
B 2.291 6.229 -2.499
O 2.651 7.366 -1.722
C 2.537 4.716 -1.940
C 3.878 4.392 -1.458
C 5.070 5.374 -1.490
C 5.912 5.119 -2.912
C 5.417 6.061 -4.148
O 5.141 4.519 -3.995
C 4.120 3.022 -0.900
C 5.542 2.634 -0.379
C 6.416 2.243 -1.663
F 7.114 1.037 -1.445
C 2.987 2.061 -0.863
C 3.268 0.666 -0.240
C 4.206 -0.265 -1.143
C 3.803 -1.803 -1.061
S 5.226 -2.878 -1.494
O 5.416 -3.845 -0.402
O 4.958 -3.507 -2.781
O 6.633 -2.056 -1.661
C 1.690 2.481 -1.411
C 0.529 1.420 -1.399
C -0.487 1.672 -0.210
C -1.975 1.233 -0.511
N -2.430 1.546 -1.887
N 1.509 3.766 -1.916
I -0.398 4.219 -2.600
H 0.846 8.479 -3.739
H 0.197 7.298 -2.444
H -0.250 7.049 -4.155
H 3.464 7.773 -2.066
H 5.863 5.179 -0.731
H 4.797 6.450 -1.484
H 7.037 4.900 -2.837
H 4.329 6.213 -4.326
H 6.155 6.032 -4.987
H 5.538 1.714 0.257
H 6.020 3.440 0.232
H 7.174 3.033 -1.895
H 5.735 2.058 -2.542
H 2.340 0.113 0.076
H 3.826 0.850 0.724
H 4.118 0.109 -2.194
H 5.239 -0.169 -0.723
H 3.483 -2.000 0.000
H 2.980 -2.019 -1.796
H 7.369 -2.602 -1.319
H 0.030 1.371 -2.411
H 0.954 0.389 -1.246
H -0.521 2.776 0.037
H -0.067 1.181 0.714
H -2.092 0.131 -0.353
H -2.631 1.831 0.188
H -2.771 2.502 -1.941
H -3.135 0.866 -2.188
C 1.810 -1.789 3.615
O 2.997 -1.012 3.709
C 3.486 -0.919 5.046
C 4.620 -1.902 5.284
O 4.169 -3.245 5.190
C 4.455 -3.814 3.922
H 1.670 -2.072 2.571
H 1.867 -2.699 4.216
H 0.952 -1.192 3.938
H 2.676 -1.068 5.768
H 3.868 0.097 5.181
H 5.004 -1.762 6.299
H 5.446 -1.719 4.588
H 5.508 -4.111 3.881
H 4.239 -3.124 3.103
H 3.836 -4.703 3.799
C -2.448 -6.059 3.912
O -2.819 -5.496 5.161
C -1.804 -4.665 5.712
C -2.084 -3.193 5.453
O -2.030 -2.884 4.063
C -3.319 -2.819 3.471
H -3.353 -6.416 3.419
H -1.961 -5.329 3.261
H -1.777 -6.908 4.075
H -0.819 -4.950 5.327
H -1.801 -4.835 6.792
H -1.306 -2.597 5.943
H -3.048 -2.896 5.879
H -3.789 -1.859 3.713
H -3.965 -3.635 3.799
H -3.198 -2.885 2.388
C -5.422 -2.188 8.748
O -4.310 -1.416 8.316
C -4.601 -0.633 7.165
C -4.910 0.811 7.533
O -6.105 0.913 8.296
C -5.856 1.035 9.689
H -5.234 -2.509 9.773
H -6.352 -1.615 8.728
H -5.526 -3.074 8.114
H -5.422 -1.077 6.592
H -3.707 -0.649 6.534
H -5.070 1.380 6.611
H -4.069 1.268 8.065
H -5.565 2.064 9.923
H -5.078 0.349 10.031
H -6.781 0.804 10.220
C -7.396 -2.311 -4.230
O -6.146 -2.780 -4.714
C -5.332 -1.735 -5.235
C -4.285 -1.286 -4.227
O -4.885 -0.684 -3.080
C -4.977 -1.580 -1.981
H -7.822 -3.082 -3.588
H -7.293 -1.392 -3.649
H -8.076 -2.137 -5.070
H -5.948 -0.891 -5.562
H -4.822 -2.136 -6.113
H -3.653 -0.525 -4.695
H -3.639 -2.120 -3.934
H -4.002 -1.661 -1.487
H -5.315 -2.572 -2.286
H -5.697 -1.171 -1.270
C -1.126 0.020 -9.352
O 0.076 -0.339 -8.685
C 0.207 0.288 -7.417
C -0.193 -0.647 -6.285
O -1.577 -0.973 -6.337
C -1.814 -2.243 -6.931
H -1.303 -0.707 -10.144
H -1.986 0.019 -8.679
H -1.017 1.012 -9.802
H -0.374 1.216 -7.381
H 1.262 0.551 -7.296
H -0.021 -0.136 -5.331
H 0.419 -1.554 -6.292
H -1.605 -3.036 -6.204
H -1.207 -2.400 -7.824
H -2.866 -2.295 -7.212
*
```

---

Record 2
Formula: C39H69F2N3O13P4S2Si
Source: the Open Molecules 2025 dataset
Level of theory: the ωB97M-V functional and the def2-TZVPD basis

Summary:
- gap between HOMO and LUMO (Eh) = 0.2661
- HOMO energy (eV) = -8.07

ORCA input file:
```
! wB97M-V def2-TZVPD RIJCOSX def2/J DEFGRID3
* xyz 0 1
C 5.545 2.526 -2.399
Si 5.928 0.890 -3.261
C 6.827 -0.163 -1.964
C 4.334 0.034 -3.850
C 4.034 0.389 -5.312
C 2.689 -0.177 -5.880
F 2.010 0.900 -6.365
F 2.973 -0.921 -7.001
C 1.913 -0.986 -4.870
C 2.183 -2.306 -4.676
P 3.517 -3.293 -5.522
O 2.906 -3.882 -6.934
O 4.854 -2.361 -5.793
C 1.440 -3.106 -3.745
C 1.755 -4.586 -3.586
C 0.923 -5.370 -4.648
O 1.718 -6.421 -5.183
C 0.446 -2.535 -3.014
C -0.409 -3.305 -2.037
C -1.584 -4.025 -2.775
C -1.916 -5.330 -2.016
S -2.528 -4.895 -0.351
C 0.164 -1.164 -3.181
N -0.854 -0.676 -2.408
C -1.069 0.590 -2.595
C -2.218 1.170 -1.784
C -1.764 1.841 -0.444
C -0.283 1.613 -0.123
S 0.158 2.467 1.429
C -0.305 1.414 -3.483
P -0.618 3.211 -3.697
N -0.324 3.969 -2.391
O -2.134 3.456 -4.249
O 0.366 3.729 -4.857
N 0.656 0.920 -4.209
C 0.894 -0.420 -4.075
C 7.166 1.153 -4.663
C 7.240 2.295 -5.419
C 8.129 2.463 -6.443
C 8.994 1.442 -6.731
C 8.953 0.312 -5.964
C 8.071 0.137 -4.939
H 6.460 2.960 -1.985
H 5.064 3.250 -3.063
H 4.877 2.349 -1.549
H 7.020 -1.166 -2.351
H 6.215 -0.222 -1.058
H 7.758 0.323 -1.658
H 3.560 0.363 -3.147
H 4.512 -1.035 -3.719
H 4.014 1.478 -5.407
H 4.828 0.014 -5.952
H 3.265 -4.775 -6.989
H 5.044 -2.339 -6.744
H 1.436 -4.967 -2.618
H 2.814 -4.800 -3.691
H 0.511 -4.695 -5.408
H 0.056 -5.785 -4.120
H 1.281 -6.696 -5.996
H 0.171 -3.992 -1.419
H -0.899 -2.621 -1.348
H -1.390 -4.156 -3.840
H -2.466 -3.384 -2.668
H -2.669 -5.896 -2.563
H -0.984 -5.888 -1.904
H -1.400 -4.927 0.386
H -2.838 0.316 -1.499
H -2.862 1.812 -2.388
H -2.364 1.435 0.376
H -2.007 2.901 -0.490
H 0.351 2.051 -0.893
H -0.114 0.538 -0.046
H 0.850 3.547 1.019
H -1.141 4.483 -2.079
H -2.454 2.587 -4.539
H -0.157 3.727 -5.673
H 6.567 3.125 -5.212
H 8.177 3.363 -7.044
H 9.704 1.509 -7.546
H 9.644 -0.500 -6.179
H 8.043 -0.756 -4.328
O -0.290 2.967 8.909
P -1.200 2.331 7.920
O -1.365 3.473 6.746
C -0.248 4.229 6.288
C 0.436 3.563 5.113
O -2.637 2.453 8.689
C -2.704 2.838 10.061
C -2.796 4.345 10.214
O -1.861 1.130 7.045
C -1.334 0.676 5.798
C 0.029 0.024 5.933
H 0.471 4.409 7.090
H -0.632 5.202 5.978
H 0.852 2.595 5.400
H 1.256 4.182 4.743
H -0.262 3.403 4.290
H -1.855 2.437 10.613
H -3.598 2.374 10.482
H -2.093 4.865 9.566
H -2.601 4.639 11.247
H -3.793 4.695 9.939
H -1.335 1.487 5.070
H -2.041 -0.064 5.420
H 0.714 0.636 6.527
H 0.467 -0.147 4.950
H -0.059 -0.939 6.438
O -5.290 -2.529 3.194
P -5.184 -1.111 3.627
O -6.613 -0.447 3.147
C -7.848 -1.142 3.309
C -8.525 -0.829 4.630
O -4.164 -0.512 2.503
C -3.455 -1.370 1.610
C -4.256 -1.636 0.353
O -4.753 0.145 4.564
C -5.511 0.602 5.681
C -5.564 -0.406 6.813
H -7.712 -2.220 3.205
H -8.495 -0.818 2.492
H -7.916 -1.163 5.472
H -9.489 -1.336 4.694
H -8.699 0.242 4.739
H -3.175 -2.300 2.105
H -2.524 -0.863 1.347
H -5.300 -1.863 0.570
H -3.829 -2.465 -0.214
H -4.257 -0.750 -0.288
H -6.502 0.919 5.359
H -5.012 1.505 6.038
H -5.830 -1.404 6.454
H -6.288 -0.094 7.566
H -4.589 -0.488 7.295
*
```

---

Record 3
Formula: C7H31NO13STl3
Source: the Open Molecules 2025 dataset
Level of theory: the ωB97M-V functional and the def2-TZVPD basis

Summary:
- gap between HOMO and LUMO (Eh) = 0.0652
- HOMO energy (eV) = -28.02

ORCA input file:
```
! wB97M-V def2-TZVPD RIJCOSX def2/J DEFGRID3
* xyz 7 1
Tl 17.325 -2.458 -2.025
Tl 11.610 -3.388 1.442
Tl 14.651 -8.622 -2.655
S 13.575 -4.564 -2.089
O 12.698 -3.883 -1.113
O 13.624 -6.024 -1.795
O 13.117 -4.407 -3.483
O 14.936 -4.008 -1.971
C 11.638 0.481 -6.574
O 11.700 -0.801 -5.952
C 11.289 -1.907 -6.669
C 9.772 -1.794 -7.125
N 8.780 -1.776 -6.081
C 8.413 -0.421 -5.615
C 7.194 -0.441 -4.632
O 5.947 -0.503 -5.334
C 5.344 0.705 -5.596
H 12.331 0.496 -7.430
H 11.919 1.318 -5.933
H 10.649 0.772 -6.972
H 11.466 -2.747 -6.000
H 11.868 -1.988 -7.601
H 9.603 -2.766 -7.604
H 9.569 -1.126 -7.974
H 7.939 -2.296 -6.356
H 8.154 0.159 -6.518
H 9.296 -0.026 -5.109
H 7.171 0.422 -3.963
H 7.256 -1.322 -3.984
H 5.083 1.349 -4.712
H 4.383 0.483 -6.069
H 5.918 1.402 -6.267
C 11.234 -7.638 -4.688
O 12.521 -7.259 -4.279
H 10.502 -6.834 -4.551
H 11.269 -7.748 -5.798
H 10.945 -8.553 -4.164
H 12.599 -6.283 -4.264
O 12.615 -5.972 1.021
H 13.030 -6.726 1.481
H 12.989 -5.984 0.129
O 15.630 -2.548 -4.536
H 15.533 -2.046 -5.358
H 14.739 -2.831 -4.313
O 10.696 -1.759 -0.770
H 10.808 -2.097 -1.673
H 10.312 -0.873 -0.872
O 10.287 -3.913 -2.879
H 11.179 -4.255 -3.033
H 10.036 -3.504 -3.715
O 15.498 -6.303 -4.459
H 14.816 -5.619 -4.486
H 16.324 -5.816 -4.306
O 12.461 -1.500 -3.279
H 12.659 -2.466 -3.221
H 11.933 -1.245 -4.085
*
```

---

Question: What is the formula in the second record?
Answer: C39H69F2N3O13P4S2Si

---

Question: Look up the gap between HOMO and LUMO of the second one.
Answer: 0.2661 Eh